# 1
Density functional theory data (ωB97M-V with the def2-TZVPD basis set) for a single C3H4ClNO molecule in a non-equilibrium geometry.

XYZ file:
```
10
Properties=species:S:1:pos:R:3:forces:R:3
C 1.701349 -1.066886 -0.239248 -4.0 4.8 -3.4
C -0.953956 -0.174588 0.400695 1.6 -0.2 0.9
C -0.198774 0.660308 -0.608205 -0.2 1.0 2.6
N 2.190612 -1.706700 0.568708 0.7 -0.8 0.4
O 0.851055 0.019668 -1.211863 3.1 -3.5 1.5
Cl 0.405079 2.124714 0.429922 0.2 -0.4 -0.6
H -1.625415 -0.867350 -0.102996 0.1 -0.2 0.2
H -0.061808 -0.691724 0.956458 -2.2 0.6 -0.6
H -1.481120 0.485446 1.114345 0.1 -0.6 -0.5
H -0.827019 1.217110 -1.307814 0.5 -0.7 -0.6
```
Positions in Å, forces in eV/Å.

SMILES: C[C@@H](Cl)OC#N
DFT total energy, eV: -19232.4690
Spin multiplicity: 1
Orbital gap, eV: 10.109
Largest force on an atom, eV Å⁻¹: 7.1

Need the Mulliken charges? In units of e they are: C 0.32; C -1.05; C 0.16; N -0.30; O -0.23; Cl -0.23; H 0.27; H 0.31; H 0.36; H 0.38

=====

# 2
Density functional theory data (ωB97M-V with the def2-TZVPD basis set) for 2 unconnected molecules or ions with the total composition C3H4ClNO2 in a non-equilibrium geometry.

XYZ file:
```
11
Properties=species:S:1:pos:R:3:forces:R:3
C -2.387273 1.418711 -1.683777 -1.5 0.7 2.2
C 1.934701 -1.701770 0.932090 3.3 -1.0 1.3
C 0.475355 0.080284 1.165464 -3.4 4.5 0.8
N -1.266857 1.687253 -1.969766 2.5 0.1 -2.3
O -3.359719 1.355218 -1.043390 -0.6 -0.6 -0.8
O 1.514142 -0.533301 1.367651 2.0 -3.1 -0.6
Cl -0.979650 -0.362929 0.363594 0.9 -0.7 0.4
H 1.431228 -2.569554 0.551756 -1.2 0.6 -0.2
H 2.909776 -1.927895 1.434876 -1.0 0.3 -0.7
H 0.485773 1.041961 1.716148 -0.6 -0.7 -0.7
H -0.757476 1.512021 -2.834646 -0.4 0.1 0.6
```
Positions in Å, forces in eV/Å.

DFT total energy, eV: -21278.9559
Spin multiplicity: 1
Orbital gap (spin up / spin down), eV: 8.250 / 7.852
Largest force on an atom, eV Å⁻¹: 5.7

Need the Mulliken charges? In units of e they are: C 0.53; C -0.48; C -0.04; N -0.38; O -0.41; O -0.18; Cl -0.17; H 0.26; H 0.21; H 0.37; H 0.27